Below is C19H56AlBN6O5P3 as an isolated structure at a distorted geometry, with properties calculated with wB97M-V/def2-TZVPD.

## Properties
Highest occupied orbital energy   -3.2217 eV
Charge   -1
LUMO   1.994 eV
Frontier orbital gap   0.19168 Eh

Last column: Löwdin charge in e.
Geometry (Å):
C 2.036 -4.790 4.553  -0.20
C 2.067 -3.223 4.541  -0.49
P 1.203 -2.569 3.020  0.81
C 2.197 -2.913 1.464  -0.48
C 3.272 -1.774 1.326  -0.20
Al -1.022 -3.243 2.841  0.17
C -2.213 -1.983 1.707  -0.28
O -1.807 -0.612 1.975  -0.33
C -2.269 -0.186 3.237  -0.18
C -1.284 -5.157 2.170  -0.18
B -1.552 -5.266 0.620  -0.76
O -0.482 -5.523 -0.250  0.10
O -2.851 -5.142 0.096  0.10
H 2.639 -5.216 5.369  0.05
H 2.425 -5.153 3.592  0.05
H 0.979 -5.078 4.600  0.04
H 1.527 -2.852 5.421  0.05
H 3.105 -2.866 4.628  0.05
H 2.788 -3.831 1.644  0.05
H 1.584 -3.017 0.563  0.03
H 3.656 -1.674 0.302  0.04
H 4.089 -2.021 2.023  0.05
H 2.817 -0.844 1.691  0.03
H -1.643 -3.182 4.340  -0.07
H -2.187 -2.197 0.629  0.03
H -3.251 -2.175 2.062  0.06
H -2.529 -1.026 3.897  0.04
H -1.504 0.402 3.765  0.08
H -3.180 0.430 3.096  0.07
H -2.201 -5.534 2.670  0.04
H -0.481 -5.846 2.477  0.03
H 0.302 -5.163 0.177  0.07
H -3.349 -4.694 0.786  0.08
O 1.699 -1.885 -1.756  -0.29
P 1.298 -1.678 -3.210  0.77
N 2.657 -0.703 -3.663  -0.30
C 2.676 0.460 -4.519  -0.13
C 3.944 -1.396 -3.651  -0.14
N -0.121 -0.753 -2.796  -0.32
C -0.143 0.692 -2.863  -0.15
C -0.693 -1.134 -1.495  -0.14
N 0.737 -1.910 -4.833  -0.31
C 1.579 -2.703 -5.721  -0.14
C -0.377 -1.278 -5.503  -0.13
H 2.491 0.229 -5.582  0.07
H 3.654 0.943 -4.473  0.08
H 1.975 1.228 -4.206  0.05
H 4.050 -2.093 -4.494  0.06
H 4.062 -1.966 -2.728  0.07
H 4.778 -0.693 -3.692  0.07
H 0.622 1.131 -2.212  0.07
H -1.119 1.064 -2.542  0.08
H -0.034 1.076 -3.879  0.06
H -0.116 -0.723 -0.660  0.08
H -0.735 -2.216 -1.383  0.08
H -1.719 -0.767 -1.405  0.09
H 2.318 -2.081 -6.242  0.07
H 0.991 -3.220 -6.481  0.08
H 2.114 -3.473 -5.164  0.08
H -0.100 -0.293 -5.894  0.08
H -1.249 -1.184 -4.862  0.08
H -0.711 -1.879 -6.355  0.08
O -0.509 3.284 2.980  -0.29
P -1.388 3.866 1.880  0.77
N -0.236 3.597 0.614  -0.30
C 0.093 4.455 -0.500  -0.13
C 0.029 2.190 0.310  -0.13
N -1.359 5.513 2.487  -0.33
C -0.493 6.528 1.912  -0.16
C -1.208 5.607 3.941  -0.16
N -2.658 4.250 0.764  -0.31
C -3.152 3.158 -0.070  -0.12
C -3.190 5.543 0.400  -0.13
H -0.709 4.527 -1.255  0.07
H 0.972 4.070 -1.019  0.08
H 0.371 5.460 -0.197  0.05
H -0.808 1.730 -0.226  0.05
H 0.194 1.619 1.226  0.08
H 0.927 2.063 -0.295  0.07
H 0.568 6.251 1.974  0.09
H -0.629 7.476 2.441  0.08
H -0.752 6.755 0.879  0.05
H -0.171 5.452 4.259  0.08
H -1.833 4.875 4.449  0.07
H -1.523 6.597 4.286  0.07
H -2.581 3.070 -1.002  0.07
H -4.201 3.298 -0.338  0.08
H -3.090 2.205 0.459  0.08
H -2.572 6.028 -0.363  0.08
H -3.299 6.205 1.256  0.08
H -4.198 5.447 -0.017  0.08


Below is C15H18NOPdSe2SiTe2 as an isolated structure at a distorted geometry, with properties calculated with wB97M-V/def2-TZVPD.

## Properties
Energy relative to the best compared isomer or geometry (same formula, charge and spin)   0.1271 eV
Highest occupied orbital energy (spin up / spin down)   -10.4343 / -11.5833 eV
Charge   +1
Multiplicity   5
LUMO (spin up / spin down)   -4.754 / -5.817 eV
Frontier orbital gap (spin up / spin down)   0.20874 / 0.21190 Eh

Last column: Löwdin charge in e.
Geometry (Å):
Pd 0.999 -0.388 1.596  -0.06
C 3.675 -0.624 -1.389  -0.17
Si 2.185 -1.843 -1.165  0.46
C 1.978 -2.741 -2.828  -0.17
C 2.598 -3.185 0.112  -0.19
N 0.868 -0.908 -0.424  -0.12
C 0.033 -0.119 -1.193  -0.27
C 0.131 0.056 -2.600  -0.02
C -0.874 0.623 -3.348  -0.06
C -2.021 1.110 -2.716  -0.02
C -2.098 1.130 -1.310  0.02
C -1.069 0.580 -0.574  -0.20
O -0.928 0.723 0.775  -0.16
C -1.906 1.379 1.586  -0.25
C -1.538 2.621 2.131  -0.01
C -2.342 3.174 3.091  -0.07
C -3.576 2.588 3.381  -0.07
C -4.015 1.459 2.704  -0.06
C -3.137 0.810 1.831  -0.03
H 4.397 -0.945 -2.160  0.04
H 4.214 -0.518 -0.441  0.01
H 3.283 0.390 -1.626  0.01
H 2.684 -3.565 -2.762  0.03
H 2.270 -2.053 -3.615  0.02
H 0.999 -3.149 -3.059  0.04
H 3.349 -3.894 -0.303  0.05
H 1.688 -3.719 0.487  0.02
H 3.063 -2.679 0.978  0.01
H 1.092 -0.242 -3.026  0.10
H -0.749 0.698 -4.430  0.12
H -2.824 1.559 -3.309  0.12
H -2.936 1.585 -0.810  0.12
H -0.598 3.094 1.839  0.10
H -2.075 4.069 3.618  0.11
H -4.211 3.049 4.149  0.12
H -5.033 1.077 2.863  0.12
H -3.416 -0.149 1.330  0.14
Se 2.119 1.742 1.004  0.16
Te 3.201 0.568 2.973  0.42
Te 0.945 -1.087 4.212  0.42
Se -0.422 -2.276 2.431  0.15


Below is an isolated ion of composition C5H12N and charge +1 at a distorted geometry, with properties calculated with wB97M-V/def2-TZVPD.

## Properties
Energy relative to the best compared isomer or geometry (same formula, charge and spin)   7.0960 eV
Highest occupied orbital energy   -14.9808 eV
Charge   +1
LUMO   -8.133 eV
Frontier orbital gap   0.25164 Eh

Last column: Löwdin charge in e.
Geometry (Å):
C -1.938 0.473 -1.490  -0.03
C -0.751 0.397 -0.678  -0.25
N 0.629 0.977 -1.021  0.35
C 2.008 -0.581 1.426  -0.09
C 0.482 -0.348 1.405  -0.27
C -0.503 -0.888 0.341  -0.06
H -2.083 1.481 -1.927  0.12
H -1.929 -0.202 -2.328  0.12
H -2.942 0.339 -1.082  0.12
H -0.409 1.310 -0.114  0.19
H 2.429 -0.740 2.390  0.07
H 0.770 1.250 -2.014  0.13
H 2.220 -1.511 0.930  0.06
H 2.495 0.166 0.768  0.07
H 0.311 0.715 1.553  0.08
H 0.070 -0.916 2.412  0.17
H 0.204 -1.616 -0.064  0.12
H -1.323 -1.439 0.605  0.09


Below is C20H43DyN2P3SSe as an isolated structure at a distorted geometry, with properties calculated with wB97M-V/def2-TZVPD.

## Properties
Energy relative to the best compared isomer or geometry (same formula, charge and spin)   0.2680 eV
Highest occupied orbital energy (spin up / spin down)   -16.8043 / -16.8053 eV
Charge   +3
Multiplicity   6
LUMO (spin up / spin down)   -10.556 / -10.380 eV
Frontier orbital gap (spin up / spin down)   0.22963 / 0.23613 Eh

Last column: Löwdin charge in e.
Geometry (Å):
Dy -0.334 -0.030 0.238  0.75
P 2.453 -1.154 -0.098  0.73
P 0.768 2.539 -0.954  0.72
P -0.138 -0.836 -2.502  0.70
H -2.385 -1.582 1.742  0.08
C -1.871 -1.961 0.844  -0.21
C -0.601 -2.488 0.956  -0.13
H -0.052 -2.377 1.900  0.08
C 3.566 -1.349 1.343  -0.26
C 3.621 -0.211 -1.156  -0.25
C 2.613 -2.846 -0.768  -0.25
C -0.553 3.805 -1.173  -0.27
C 1.843 3.443 0.224  -0.27
C 1.697 2.835 -2.518  -0.25
C -0.660 -2.584 -2.746  -0.24
C 1.238 -0.755 -3.719  -0.24
C -1.423 0.029 -3.477  -0.27
H -2.568 -2.135 0.008  0.08
H -0.206 -3.266 0.299  0.08
H 3.022 -1.896 2.125  0.04
H 3.845 -0.353 1.712  0.04
H 4.471 -1.905 1.055  0.07
H 3.734 0.796 -0.727  0.04
H 3.240 -0.119 -2.181  0.02
H 4.594 -0.722 -1.159  0.08
H 2.024 -3.519 -0.138  0.04
H 3.663 -3.156 -0.728  0.07
H 2.249 -2.916 -1.797  0.03
H -0.095 4.774 -1.413  0.07
H -1.152 3.878 -0.258  0.05
H -1.234 3.487 -1.970  0.04
H 1.881 4.502 -0.061  0.07
H 2.851 3.006 0.218  0.05
H 1.442 3.330 1.241  0.00
H 1.880 3.915 -2.629  0.07
H 1.121 2.467 -3.380  0.04
H 2.657 2.299 -2.506  0.04
H -1.053 -2.704 -3.765  0.07
H -1.443 -2.854 -2.026  0.04
H 0.189 -3.266 -2.608  0.05
H 0.838 -0.997 -4.712  0.08
H 2.042 -1.464 -3.495  0.04
H 1.656 0.258 -3.759  0.03
H -1.625 -0.576 -4.367  0.07
H -1.057 1.018 -3.774  0.05
H -2.344 0.161 -2.895  -0.02
C -4.790 0.246 0.102  -0.42
C -5.082 -0.921 0.807  -0.11
C -6.414 -1.323 1.005  -0.04
C -7.469 -0.540 0.527  -0.03
C -7.170 0.664 -0.120  -0.03
C -5.841 1.063 -0.333  -0.11
Se -2.887 0.878 -0.389  0.88
H -2.410 0.307 0.994  -0.13
H -4.287 -1.552 1.198  0.07
H -6.630 -2.254 1.530  0.13
H -8.509 -0.862 0.661  0.13
H -7.985 1.296 -0.467  0.13
H -5.633 2.004 -0.850  0.11
S 0.078 1.178 2.669  0.59
C 1.497 0.675 3.498  -0.76
N 2.620 1.427 3.615  0.05
C 3.604 0.815 4.508  -0.11
C 2.955 -0.511 4.904  -0.11
N 1.688 -0.502 4.157  0.04
H 2.651 2.391 3.289  0.15
H 3.781 1.462 5.378  0.14
H 4.558 0.631 3.985  0.13
H 2.749 -0.568 5.983  0.14
H 3.588 -1.359 4.603  0.13
H 0.935 -1.166 4.299  0.15


| no. | E_tot (Ha) |
| --- | --- |
| 1 | -2753.58393 |
| 2 | -6468.42880 |
| 3 | -251.97035 |
| 4 | -5605.17761 |